(1)
{"formula": "C41H40P2SiSn", "method": "ωB97M-V with the def2-TZVPD basis set", "lumo_energy_ev": -5.84, "total_energy_ev": -75438.921, "charge": 2, "species": ["Sn", "C", "Si", "C", "C", "C", "C", "C", "C", "P", "C", "C", "C", "C", "C", "C", "C", "C", "C", "C", "C", "C", "C", "C", "C", "C", "C", "C", "P", "C", "C", "C", "C", "C", "C", "C", "C", "C", "C", "C", "C", "H", "H", "H", "H", "H", "H", "H", "H", "H", "H", "H", "H", "H", "H", "H", "H", "H", "H", "H", "H", "H", "H", "H", "H", "H", "H", "H", "H", "H", "H", "H", "C", "C", "C", "C", "H", "H", "H", "H", "H", "H", "H", "H", "H"], "xyz": [[0.7936, 0.1557, 0.4700], [-1.2717, 2.5985, 2.5825], [-1.1774, 1.8059, 0.9039], [-2.7221, 0.6447, 0.7866], [-4.0073, 1.1921, 0.8518], [-5.1307, 0.4157, 0.8639], [-5.0393, -0.9628, 0.7768], [-3.7671, -1.5430, 0.7278], [-2.6138, -0.7782, 0.7823], [-0.9724, -1.6384, 0.7674], [-0.9118, -3.0261, -0.3643], [-1.5300, -4.2234, -0.0628], [-1.6107, -5.2290, -0.9779], [-0.8970, -5.1320, -2.1880], [-0.1522, -4.0117, -2.4477], [-0.1869, -2.9370, -1.5647], [-0.9423, -2.2900, 2.4674], [-1.7981, -1.6959, 3.4053], [-1.9816, -2.2993, 4.6452], [-1.1742, -3.3606, 5.0302], [-0.1652, -3.7242, 4.1763], [-0.0422, -3.2535, 2.8716], [-1.1883, 3.0231, -0.5795], [-1.8130, 4.2430, -0.5404], [-1.9877, 5.0517, -1.6471], [-1.5356, 4.5911, -2.9128], [-0.7946, 3.4224, -2.9968], [-0.6050, 2.6137, -1.8246], [0.6210, 1.3110, -1.8963], [0.6218, 0.4311, -3.4914], [-0.5850, 0.0986, -4.1382], [-0.5433, -0.5559, -5.3230], [0.6621, -0.7832, -5.9690], [1.8504, -0.4135, -5.4103], [1.8541, 0.1760, -4.1211], [2.2059, 2.1697, -1.5405], [3.3356, 1.3866, -1.1551], [4.4928, 2.0307, -0.8200], [4.4797, 3.4093, -0.7993], [3.4151, 4.1783, -1.1831], [2.2333, 3.5655, -1.4911], [-2.0210, 3.3811, 2.7255], [-1.4819, 1.7683, 3.2927], [-0.3251, 2.9883, 2.9324], [-4.1491, 2.2684, 0.8541], [-6.1591, 0.8621, 0.8182], [-5.9590, -1.5506, 0.8055], [-3.6474, -2.6587, 0.6868], [-2.1303, -4.3428, 0.8326], [-2.2618, -6.0889, -0.9346], [-0.9172, -5.9774, -2.8394], [0.3987, -3.9235, -3.4013], [0.3648, -2.0490, -1.8403], [-2.4967, -0.9285, 3.1122], [-2.7742, -1.9045, 5.3374], [-1.2840, -3.7384, 6.0370], [0.5415, -4.5146, 4.4946], [0.7436, -3.7142, 2.2825], [-2.1545, 4.6271, 0.4150], [-2.5124, 6.0347, -1.5567], [-1.7396, 5.2565, -3.7605], [-0.3494, 3.1428, -3.9281], [-1.5504, 0.3791, -3.6697], [-1.5219, -0.8354, -5.8065], [0.6249, -1.2668, -6.9195], [2.7897, -0.5019, -5.8498], [2.7372, 0.6234, -3.6439], [3.2410, 0.2895, -1.1327], [5.4011, 1.5451, -0.5200], [5.4112, 3.8572, -0.4636], [3.5024, 5.2176, -1.1500], [1.3645, 4.1333, -1.7950], [3.4511, 1.1060, 2.7824], [2.5085, -0.1338, 2.8980], [3.0798, -1.1414, 3.9362], [2.3649, -0.8200, 1.5170], [3.3975, 1.7070, 3.7075], [3.1732, 1.7616, 1.9510], [4.4697, 0.8702, 2.6509], [1.5620, 0.2843, 3.1606], [4.1589, -1.1802, 3.9931], [2.6367, -2.1135, 3.8618], [2.8388, -0.6803, 4.9161], [1.9590, -1.8257, 1.5919], [3.2954, -0.8702, 0.9547]]}



(2)
{"formula": "C41H41CrN8S", "method": "ωB97M-V with the def2-TZVPD basis set", "lumo_energy_ev": [2.58, 2.58], "spin_multiplicity": 5, "total_energy_ev": -94360.345, "charge": -1, "species": ["Cr", "N", "C", "S", "N", "N", "C", "C", "C", "C", "C", "C", "C", "C", "C", "C", "C", "C", "N", "H", "H", "H", "H", "H", "H", "H", "H", "H", "H", "H", "C", "N", "C", "C", "C", "C", "C", "C", "C", "N", "C", "C", "C", "C", "C", "C", "N", "C", "C", "H", "H", "H", "H", "H", "H", "H", "H", "H", "H", "H", "H", "H", "H", "H", "H", "H", "H", "H", "H", "C", "C", "C", "C", "C", "C", "N", "C", "C", "C", "C", "C", "C", "H", "H", "H", "H", "H", "H", "H", "H", "H", "H"], "xyz": [[0.8869, 0.1618, -0.7419], [4.9646, -1.1475, 0.4612], [3.7051, -0.6357, 0.2279], [3.0597, -0.8037, -1.3618], [3.1536, -0.0570, 1.2572], [1.9329, 0.5610, 1.0093], [1.4715, 1.2077, 2.0168], [2.1607, 1.2463, 3.3391], [2.4860, 0.0785, 4.0262], [3.1149, 0.1381, 5.2595], [3.4528, 1.3652, 5.8199], [3.1263, 2.5323, 5.1483], [2.4699, 2.4699, 3.9234], [0.3018, 2.1483, 1.8307], [-0.5323, 2.5671, 3.0590], [-1.7182, 3.0543, 2.6811], [-2.7947, 2.9486, 0.0781], [-1.9254, 2.2195, -0.9653], [-0.8608, 1.6599, -0.5346], [5.2517, -1.8640, -0.1808], [5.1931, -1.2940, 1.4321], [2.2230, -0.8758, 3.5902], [3.3461, -0.7799, 5.7867], [3.9676, 1.4091, 6.7721], [3.3814, 3.4960, 5.5733], [2.2161, 3.3895, 3.4060], [-0.1730, 2.4754, 4.0765], [-2.5027, 3.4337, 3.3255], [-3.0695, 3.9266, -0.3160], [-2.2139, 2.1416, -2.0153], [1.2919, -3.5758, -0.9267], [0.8193, -3.0597, -2.2040], [1.2537, -3.8937, -3.3098], [-0.5848, -2.7812, -2.1986], [-1.4990, -3.8308, -2.1272], [-2.8650, -3.6093, -2.0684], [-3.3207, -2.2966, -2.0531], [-2.4247, -1.2480, -2.1556], [-1.0363, -1.4475, -2.2709], [-0.1467, -0.3561, -2.4061], [-0.4259, 0.6140, -3.3364], [-1.3635, 0.4613, -4.3867], [-1.7189, 1.5080, -5.2216], [-1.1352, 2.7613, -5.0847], [-0.1180, 2.9017, -4.1471], [0.2633, 1.8624, -3.3147], [1.4316, 1.9972, -2.4642], [1.5645, 3.2886, -1.7930], [2.6268, 1.7634, -3.2872], [0.8379, -4.5468, -0.6683], [2.3751, -3.6967, -0.9764], [1.0676, -2.8677, -0.1272], [0.9976, -4.9607, -3.1806], [0.8005, -3.5412, -4.2377], [2.3413, -3.8166, -3.4031], [-1.1215, -4.8487, -2.1035], [-3.5587, -4.4406, -2.0125], [-4.3800, -2.0848, -1.9558], [-2.7975, -0.2322, -2.1314], [-1.8387, -0.5001, -4.5198], [-2.4664, 1.3406, -5.9896], [-1.4411, 3.5964, -5.7031], [0.3973, 3.8544, -4.0662], [1.8882, 4.0898, -2.4732], [0.6166, 3.5783, -1.3429], [2.3184, 3.1964, -1.0049], [2.7206, 2.5408, -4.0597], [3.5164, 1.7651, -2.6584], [2.5555, 0.7902, -3.7705], [-4.0440, 2.1971, 0.4434], [-1.7324, 3.0475, 1.1725], [-0.9032, 1.7965, 0.9236], [-1.5454, 0.4478, 1.3734], [-2.9125, 0.2806, 1.6323], [-4.0161, 1.0642, 1.1857], [-0.6434, -0.5207, 1.3936], [-0.9832, -1.7554, 1.9594], [-0.9358, -1.9229, 3.3523], [-1.1758, -3.1584, 3.9369], [-1.4881, -4.2622, 3.1465], [-1.5667, -4.0986, 1.7696], [-1.3196, -2.8627, 1.1818], [-4.9910, 2.6143, 0.1209], [-1.0875, 3.8850, 0.8620], [0.7425, 3.0661, 1.4048], [-3.1771, -0.6846, 2.0434], [-4.9888, 0.6404, 1.4280], [-0.7098, -1.0532, 3.9627], [-1.1163, -3.2606, 5.0158], [-1.6819, -5.2281, 3.5988], [-1.8380, -4.9407, 1.1396], [-1.4027, -2.7397, 0.1095]]}



Number 1: maximum force 2.8 eV/Å. Number 2: maximum force 1.0 eV/Å.